No. 1
{"formula": "C4H12N2O2", "method": "ωB97M-V with the def2-TZVPD basis set", "symbols": ["C", "C", "C", "C", "N", "N", "O", "O", "H", "H", "H", "H", "H", "H", "H", "H", "H", "H", "H", "H"], "positions_angstrom": [[-0.25828, -0.37937, 0.76614], [0.08189, 0.27370, -0.45953], [-1.59218, -0.08784, -1.37094], [1.19044, -0.26815, -1.32329], [1.40080, 0.04275, 1.57222], [1.36642, 1.31915, 2.20468], [-1.23472, 0.22374, 1.53605], [-1.42817, -0.95321, -2.46728], [-1.65515, -0.44770, 2.08991], [-1.26157, -1.84777, -2.14013], [1.39578, -0.66431, 2.31144], [-0.31917, -1.46645, 0.74054], [0.05563, 1.36046, -0.39341], [1.67607, 2.03589, 1.55211], [0.42235, 1.57836, 2.50921], [-2.42269, -0.42287, -0.74286], [-1.84178, 0.90592, -1.74163], [1.27555, -1.35422, -1.22923], [1.00376, -0.02796, -2.37372], [2.14503, 0.17988, -1.04030]], "mulliken_charge": [-0.2928, 0.2956, -0.5528, -1.4187, -0.4094, -0.5335, -0.5005, -0.5018, 0.3505, 0.3299, 0.2533, 0.4645, 0.3065, 0.2536, 0.2476, 0.3222, 0.3063, 0.2559, 0.4120, 0.4116], "e_above_lowest_kj_mol": 503.45, "multiplicity": 1, "fmax_ha_per_bohr": 0.10898, "lumo_ev": 0.475, "homo_lumo_gap_ev": 8.4, "homo_energy_ha": -0.290}

---

No. 2
{"formula": "C4H12N2O2", "method": "ωB97M-V with the def2-TZVPD basis set", "symbols": ["C", "N", "C", "N", "O", "C", "C", "H", "H", "H", "H", "H", "H", "H", "H", "H", "H", "H", "H", "O"], "positions_angstrom": [[0.68296, -1.61645, 0.12932], [-0.69370, -1.06950, -0.04172], [-1.00353, 0.21040, 0.29440], [0.30331, 0.93909, 0.46034], [-2.04381, 0.65225, 0.61916], [1.47927, -1.41849, -1.21608], [2.73220, -2.26471, -1.20044], [0.52582, -2.73676, 0.35099], [1.10949, -1.18671, 1.07453], [-1.37268, -1.76715, 0.24020], [0.47581, 1.15734, 1.46847], [0.22409, 2.03548, 0.18409], [0.97648, -1.76401, -2.10772], [1.54572, -0.40175, -1.19556], [3.40211, -2.14078, -0.26332], [2.67472, -3.39629, -1.29178], [3.27486, -2.06703, -2.18533], [-2.37919, 3.28960, 0.67660], [-0.81687, 3.40593, 0.75238], [-1.73782, 3.97532, 0.79621]], "mulliken_charge": [-0.6196, -0.0357, 0.4456, -0.4679, -0.2803, -0.3185, -1.1450, 0.4112, 0.3361, 0.3481, 0.3356, 0.2739, 0.3284, 0.3867, 0.3332, 0.3407, 0.3183, 0.3461, 0.2467, -0.5832], "e_above_lowest_kj_mol": 369.24, "multiplicity": 2, "fmax_ha_per_bohr": 0.09241, "total_charge": 1, "lumo_ev": [-3.963, -9.623], "homo_lumo_gap_ev": [10.8, 5.1], "homo_energy_ha": [-0.541, -0.541]}

---

No. 3
{"formula": "C4H12N2O3", "method": "ωB97M-V with the def2-TZVPD basis set", "symbols": ["C", "C", "C", "N", "C", "N", "H", "H", "H", "H", "H", "H", "O", "H", "H", "O", "H", "H", "O", "H", "H"], "positions_angstrom": [[-0.06220, -0.40559, 2.67386], [0.44583, -0.81521, 1.31827], [0.00972, -0.41866, 0.08114], [0.17074, -1.38942, -0.86752], [0.72914, -2.39321, -0.23720], [0.83665, -2.15333, 1.09506], [-0.44826, -1.31028, 3.14387], [0.70438, -0.08678, 3.39047], [-0.81884, 0.35237, 2.55888], [-0.41406, 0.51901, -0.24098], [1.22389, -3.17674, -0.79518], [1.59632, -2.50249, 1.65587], [-2.58462, 1.05995, -0.79138], [-3.00938, 0.72345, 0.00635], [-2.57052, 2.01705, -0.59300], [-1.58504, 3.76707, -0.76896], [-0.85947, 4.40988, -0.74005], [-1.68086, 3.65857, -1.72514], [2.59839, 0.54465, -2.01704], [3.46754, 0.72853, -1.63410], [1.99176, 0.78752, -1.30624]], "mulliken_charge": [-1.1747, 0.4397, -0.7846, -0.4740, -0.2463, -0.1264, 0.3113, 0.2900, 0.2934, 0.8555, 0.3747, 0.2671, -0.6361, 0.3197, 0.3274, -0.6679, 0.3038, 0.3265, -0.6331, 0.3193, 0.3147], "e_above_lowest_kj_mol": 152.92, "multiplicity": 1, "fmax_ha_per_bohr": 0.03106, "lumo_ev": 0.536, "homo_lumo_gap_ev": 9.0, "smiles": "Cc1cnc[nH]1.O.O.O", "homo_energy_ha": -0.310}

---

No. 4
{"formula": "C4H12N2O4S2", "method": "ωB97M-V with the def2-TZVPD basis set", "symbols": ["C", "C", "C", "C", "N", "N", "O", "O", "O", "O", "S", "S", "H", "H", "H", "H", "H", "H", "H", "H", "H", "H", "H", "H"], "positions_angstrom": [[0.98028, -2.05739, -1.93497], [-1.81969, 1.46254, 1.71869], [0.54430, 1.27520, -1.21955], [-0.21793, -0.25525, 0.12991], [1.43299, 1.97586, -0.50445], [-1.49533, -0.67950, -0.40430], [2.28579, -1.25449, 0.29738], [0.40480, -2.75867, 0.54424], [0.69613, 1.45134, 1.92262], [-0.27118, -0.59354, 2.70499], [0.96748, -1.58800, -0.09175], [-0.30753, 0.45240, 1.73741], [2.08941, -2.07258, -2.19719], [0.68909, -3.02138, -1.78991], [0.32284, -1.39776, -2.47001], [-1.58177, 2.33162, 2.36844], [-2.09839, 1.74104, 0.67270], [-2.66732, 0.92609, 2.19818], [0.98121, 0.67256, -2.01671], [-0.41953, 1.75008, -1.46938], [1.00101, 2.30287, 0.41622], [2.30677, 1.48341, -0.43338], [-1.54763, -1.74303, -0.50114], [-2.27581, -0.40342, 0.32199]], "mulliken_charge": [-1.2781, -1.1264, -0.4674, -0.3256, -0.4885, -0.6153, -0.6598, -0.6629, -0.7228, -0.6462, 1.2554, 1.3973, 0.2941, 0.5285, 0.4411, 0.3907, 0.3407, 0.3631, 0.4097, 0.2383, 0.3811, 0.3049, 0.3447, 0.3034], "e_above_lowest_kj_mol": 3.07, "multiplicity": 1, "fmax_ha_per_bohr": 0.08205, "lumo_ev": 0.393, "homo_lumo_gap_ev": 8.6, "homo_energy_ha": -0.303}

---

No. 5
{"formula": "C4H12N2OS", "method": "ωB97M-V with the def2-TZVPD basis set", "symbols": ["N", "C", "C", "C", "S", "N", "C", "O", "H", "H", "H", "H", "H", "H", "H", "H", "H", "H", "H", "H"], "positions_angstrom": [[0.75536, 2.12352, -0.88219], [1.06420, 0.78646, -0.17754], [-0.15851, -0.12914, -0.25992], [-0.58434, -0.43144, -1.69103], [-1.66551, 0.74946, -2.62155], [0.21980, -1.51904, 0.37081], [-0.24188, -1.62132, 1.85963], [0.06423, -0.54134, 2.67010], [1.37530, 2.82575, -0.58103], [-0.16490, 2.27083, -0.65609], [1.73043, 0.26668, -0.77712], [1.44670, 0.81152, 0.80826], [-1.09476, 0.25098, 0.24527], [0.33244, -0.56977, -2.40672], [-1.01939, -1.48449, -1.53248], [-2.27481, 1.38863, -1.63696], [1.20408, -1.43534, 0.45369], [0.39254, -2.39455, 2.42397], [-1.29059, -1.71480, 2.02195], [-0.09040, 0.36738, 2.36895]], "mulliken_charge": [-0.4725, -0.8591, -0.0067, -0.7753, -0.1976, -0.4931, -0.2609, -0.5201, 0.2254, 0.1793, 0.4236, 0.4701, 0.4087, 0.2452, 0.3812, 0.0828, 0.3166, 0.2328, 0.3201, 0.2994], "e_above_lowest_kj_mol": 263.12, "multiplicity": 1, "fmax_ha_per_bohr": 0.08408, "lumo_ev": 0.659, "homo_lumo_gap_ev": 9.5, "smiles": "NC[C@@H](CS)NCO", "homo_energy_ha": -0.324}

---

No. 6
{"formula": "C4H12N2S", "method": "ωB97M-V with the def2-TZVPD basis set", "symbols": ["C", "N", "C", "C", "N", "C", "S", "H", "H", "H", "H", "H", "H", "H", "H", "H", "H", "H", "H"], "positions_angstrom": [[-1.21094, 1.16231, -2.61549], [-0.27147, 0.62896, -1.64478], [-0.52980, 0.41938, -0.11262], [0.57540, -0.46830, 0.46756], [0.51036, -1.81404, -0.07582], [0.58963, -0.34197, 2.07632], [2.24320, -0.01296, 2.70830], [-1.65205, 2.13646, -2.22364], [-0.69035, 1.42597, -3.55483], [-2.03528, 0.47828, -2.90215], [0.00420, -0.33058, -2.02851], [-1.53891, 0.10215, 0.22348], [-0.48637, 1.44982, 0.37807], [1.58435, 0.08436, 0.15909], [1.39987, -2.30623, 0.12406], [-0.25728, -2.37300, 0.33553], [0.12867, -1.29068, 2.44405], [-0.05276, 0.50111, 2.37885], [1.68952, 0.54898, 3.86250]], "mulliken_charge": [-0.8080, -0.3556, -0.9574, 0.1853, -0.6587, -0.5937, -0.2295, 0.2878, 0.2765, 0.2801, 0.2607, 0.3400, 0.3014, 0.3394, 0.2582, 0.2493, 0.2959, 0.3871, 0.1413], "e_above_lowest_kj_mol": 125.33, "multiplicity": 1, "fmax_ha_per_bohr": 0.06061, "lumo_ev": 0.831, "homo_lumo_gap_ev": 9.4, "smiles": "CNC[C@H](N)CS", "homo_energy_ha": -0.315}

---

No. 7
{"formula": "C4H12N2S", "method": "ωB97M-V with the def2-TZVPD basis set", "symbols": ["N", "C", "C", "N", "C", "C", "S", "H", "H", "H", "H", "H", "H", "H", "H", "H", "H", "H", "H"], "positions_angstrom": [[-2.61019, 1.71382, 0.86516], [-2.03048, 0.37602, 0.86390], [-0.69545, 0.41173, 0.11783], [-0.03677, -0.87757, 0.17542], [0.86604, -1.16011, -0.93202], [2.09696, -0.29346, -1.03573], [3.32938, -0.62366, 0.27391], [-3.53698, 1.71051, 1.27837], [-2.09246, 2.35939, 1.45698], [-1.93081, -0.10692, 1.84251], [-2.68918, -0.24009, 0.26100], [-0.89056, 0.78445, -0.89370], [-0.12389, 1.23772, 0.57133], [0.48670, -0.96179, 1.04992], [1.08525, -2.21789, -0.84809], [0.28247, -1.05237, -1.83268], [1.86118, 0.75339, -0.83642], [2.53177, -0.28723, -2.02723], [4.09701, -1.52594, -0.35047]], "mulliken_charge": [-0.5723, -0.5425, -0.5354, -0.3135, -0.6125, -0.5640, -0.2217, 0.2365, 0.2123, 0.2823, 0.2963, 0.3654, 0.2497, 0.2554, 0.3086, 0.3713, 0.2599, 0.4053, 0.1188], "e_above_lowest_kj_mol": 40.49, "multiplicity": 1, "fmax_ha_per_bohr": 0.02331, "lumo_ev": 0.913, "homo_lumo_gap_ev": 9.8, "smiles": "NCCNCCS", "homo_energy_ha": -0.325}

---

No. 8
{"formula": "C4H12N2S", "method": "ωB97M-V with the def2-TZVPD basis set", "symbols": ["C", "C", "C", "S", "N", "C", "N", "H", "H", "H", "H", "H", "H", "H", "H", "H", "H", "H", "H"], "positions_angstrom": [[2.09068, 0.81519, 1.11653], [0.75283, 0.31739, 0.49897], [1.08171, -0.63741, -0.63979], [-0.35354, -1.75490, -0.92744], [-0.09886, 1.40889, 0.16125], [-1.34857, 1.50234, 0.83875], [-2.15579, 0.38607, 0.34489], [1.93490, 1.81104, 1.54720], [2.43457, 0.26092, 1.98790], [2.87367, 0.84480, 0.36085], [0.30494, -0.27109, 1.30643], [1.25226, -0.05253, -1.53026], [1.84662, -1.38218, -0.45373], [-0.49582, -1.69645, -2.24460], [0.40566, 2.28274, 0.05401], [-1.25077, 1.35312, 1.91432], [-1.85385, 2.40650, 0.62134], [-1.79450, -0.53536, 0.56813], [-2.50762, 0.45050, -0.60410]], "mulliken_charge": [-1.4284, 0.0392, -0.7208, -0.2270, -0.1689, -0.5700, -0.2132, 0.4449, 0.3403, 0.3502, 0.4022, 0.4628, 0.4215, 0.2067, 0.3201, 0.3667, 0.4350, 0.2460, 0.2928], "e_above_lowest_kj_mol": 138.73, "multiplicity": 2, "fmax_ha_per_bohr": 0.04790, "total_charge": 1, "lumo_ev": [-2.671, -7.833], "homo_lumo_gap_ev": [11.2, 5.5], "homo_energy_ha": [-0.510, -0.491]}

---

No. 9
{"formula": "C4H12N2S", "method": "ωB97M-V with the def2-TZVPD basis set", "symbols": ["C", "N", "C", "C", "S", "C", "N", "H", "H", "H", "H", "H", "H", "H", "H", "H", "H", "H", "H"], "positions_angstrom": [[-0.95640, 0.64540, 2.49765], [0.42508, 0.53346, 1.91175], [0.47130, 0.03177, 0.55663], [-0.22254, 1.04385, -0.42576], [0.09811, 0.77807, -2.20300], [-0.16120, -1.47618, 0.46360], [0.28613, -2.10297, -0.80785], [-1.66826, -0.31311, 2.11761], [-1.44868, 1.61326, 2.19741], [-0.82637, 0.80133, 3.60110], [0.96385, -0.07317, 2.51220], [1.56649, -0.07840, 0.25920], [-0.10831, 2.09348, -0.08503], [-1.30619, 0.85088, -0.17718], [1.35798, 0.76190, -1.93919], [0.12554, -1.91784, 1.47346], [-1.24831, -1.37511, 0.55889], [-0.07092, -3.05751, -0.83972], [1.32799, -2.23733, -0.71069]], "mulliken_charge": [-0.6812, -0.4097, -0.1350, -0.9168, 0.1448, -0.6149, -0.4416, 0.1919, 0.2602, 0.3594, 0.3311, 0.4766, 0.4956, 0.3919, 0.2176, 0.3525, 0.3830, 0.3012, 0.2933], "e_above_lowest_kj_mol": 246.16, "multiplicity": 2, "fmax_ha_per_bohr": 0.06974, "total_charge": 1, "lumo_ev": [-3.107, -8.361], "homo_lumo_gap_ev": [10.1, 4.6], "homo_energy_ha": [-0.486, -0.475]}

---

No. 10
{"formula": "C4H12N3", "method": "ωB97M-V with the def2-TZVPD basis set", "symbols": ["C", "C", "C", "C", "N", "N", "N", "H", "H", "H", "H", "H", "H", "H", "H", "H", "H", "H", "H"], "positions_angstrom": [[0.26819, -1.81933, 0.40403], [-0.29892, -0.70185, -0.58412], [-0.15914, 0.70175, -0.20950], [0.14692, 1.12184, 1.00469], [0.27800, 2.55696, 1.12968], [-0.44035, 1.66651, -1.32115], [-0.08496, -3.19355, -0.20217], [-0.34037, -1.70409, 1.27701], [1.26015, -1.59393, 0.66744], [-1.34767, -1.01665, -0.63166], [0.02372, -0.97272, -1.70035], [0.20060, 0.46836, 1.93066], [0.99275, 2.88978, 1.84578], [0.60175, 2.76542, 0.11471], [-0.62926, 3.01122, 1.24583], [-1.08453, 1.08795, -1.90723], [0.30265, 1.88603, -2.02468], [0.40935, -3.99491, 0.24705], [-0.09887, -3.15881, -1.28600]], "mulliken_charge": [-0.5878, -0.7761, 0.3410, -1.6123, -1.1284, -0.9982, -0.5481, 0.2520, 0.3848, 0.4126, 0.2705, 0.1548, 1.0707, 0.6759, 0.9020, 0.4031, 0.3577, 0.2184, 0.2074], "e_above_lowest_kj_mol": 320.36, "multiplicity": 2, "fmax_ha_per_bohr": 0.07869, "lumo_ev": [0.816, 0.632], "homo_lumo_gap_ev": [4.2, 10.2], "homo_energy_ha": [-0.126, -0.351]}

---

No. 11
{"formula": "C4H12N3", "method": "ωB97M-V with the def2-TZVPD basis set", "symbols": ["C", "C", "C", "C", "N", "N", "N", "H", "H", "H", "H", "H", "H", "H", "H", "H", "H", "H", "H"], "positions_angstrom": [[-0.72005, 2.13328, -0.85600], [-1.02725, 1.26388, -2.04429], [-1.14298, 0.75361, -0.66221], [0.84213, -0.95458, -0.13266], [1.51862, 0.04666, 0.80721], [0.47907, -2.05597, 0.60735], [0.08554, -1.74438, 1.93556], [0.33682, 2.28236, -0.97268], [-1.45057, 2.76652, -0.50218], [-1.81709, 1.43874, -2.62384], [-0.27807, 0.96032, -2.72590], [-1.86712, 0.42941, -0.02681], [1.41172, -1.47420, -0.87363], [1.20647, -0.51279, 1.71810], [1.13952, 0.96880, 0.90843], [0.10054, -2.90377, 0.13777], [-0.92188, -1.58802, 2.14524], [2.52407, 0.10135, 0.86455], [0.32884, -2.53579, 2.53971]], "mulliken_charge": [-0.4771, -0.6366, -0.2126, -0.4016, -0.3001, -0.1475, -0.5745, 0.2754, 0.3148, 0.2939, 0.2059, 0.3797, 0.3559, 0.4902, 0.3362, 0.2474, 0.2561, 0.3404, 0.2541], "e_above_lowest_kj_mol": 757.93, "multiplicity": 1, "fmax_ha_per_bohr": 0.08124, "total_charge": 1, "lumo_ev": [-3.177, -3.687], "homo_lumo_gap_ev": [8.9, 8.0], "homo_energy_ha": [-0.442, -0.430]}

---

No. 12
{"formula": "C4H12N3", "method": "ωB97M-V with the def2-TZVPD basis set", "symbols": ["C", "C", "C", "N", "C", "N", "N", "H", "H", "H", "H", "H", "H", "H", "H", "H", "H", "H", "H"], "positions_angstrom": [[2.01958, 1.32169, 1.80566], [1.98973, -0.02540, 2.35700], [1.82544, -1.14161, 1.46734], [0.00914, -0.09834, -3.82813], [0.33937, 0.34786, -5.06349], [1.89703, -2.35831, 1.85430], [3.40616, 1.68257, 1.37113], [1.38665, 1.37620, 0.92804], [-45.62461, 0.04412, 2.53403], [1.69412, 2.08078, 2.52280], [2.05050, -0.21612, 3.43649], [1.61004, -0.85380, 0.43763], [-45.11856, -0.02009, 2.00400], [3.97059, 0.84191, 1.30874], [0.60243, -0.40536, -5.79774], [1.74015, -2.98354, 1.05757], [-0.07182, 1.32629, -5.31489], [3.86127, 2.37698, 1.95384], [-0.51459, -0.76989, -4.47746]], "mulliken_charge": [-0.4931, 0.0103, -0.0536, -0.4725, -0.3136, -0.3824, -0.4142, 0.3103, 0.0003, 0.3590, 0.3687, 0.4108, -0.0003, 0.2699, 0.2658, 0.3337, 0.2616, 0.2779, 0.2614], "e_above_lowest_kj_mol": 902.37, "multiplicity": 1, "fmax_ha_per_bohr": 0.08045, "total_charge": 1, "lumo_ev": -8.088, "homo_lumo_gap_ev": 3.3, "homo_energy_ha": -0.417}